The following is a DFT calculation (ωB97M-V with the def2-TZVPD basis set) of a 11-piece molecular cluster, C48H114N15O23P5 overall.

Geometry as XYZ:
```
205
C48H114N15O23P5 | the OMol25 dataset | ωB97M-V with the def2-TZVPD basis set
O 25.474 -15.296 11.528
P 25.805 -16.735 11.824
N 25.061 -17.988 11.080
C 24.000 -18.751 11.611
C 25.259 -18.116 9.648
N 25.598 -17.147 13.471
C 26.430 -18.062 14.248
C 25.079 -16.029 14.255
N 27.485 -16.875 11.370
C 28.293 -15.682 10.988
C 28.145 -18.166 11.251
H 24.251 -19.826 11.357
H 22.999 -18.460 11.322
H 24.045 -18.672 12.698
H 24.449 -17.660 8.993
H 25.308 -19.200 9.359
H 26.222 -17.634 9.366
H 25.898 -18.453 15.161
H 26.751 -18.898 13.645
H 27.332 -17.530 14.529
H 25.748 -15.173 14.309
H 24.102 -15.729 13.860
H 24.806 -16.467 15.231
H 27.857 -14.733 11.318
H 29.274 -15.641 11.442
H 28.407 -15.648 9.936
H 27.433 -18.873 11.595
H 28.975 -18.250 11.967
H 28.349 -18.466 10.209
O 28.619 -15.952 17.257
P 28.685 -14.534 16.944
N 27.318 -13.710 17.461
C 26.204 -14.479 18.136
C 27.057 -12.265 17.332
N 28.998 -14.365 15.298
C 29.265 -13.154 14.556
C 29.096 -15.622 14.581
N 29.960 -13.614 17.584
C 29.775 -13.184 18.949
C 31.313 -13.876 17.106
H 25.216 -14.313 17.679
H 26.086 -14.127 19.164
H 26.405 -15.548 18.147
H 26.341 -12.121 16.549
H 27.963 -11.755 17.111
H 26.578 -12.021 18.293
H 28.461 -12.836 13.850
H 29.503 -12.270 15.176
H 30.147 -13.380 13.961
H 30.038 -15.508 13.989
H 29.333 -16.492 15.282
H 28.326 -15.880 13.834
H 30.074 -13.951 19.612
H 30.418 -12.298 19.064
H 28.726 -12.977 19.176
H 31.852 -14.488 17.827
H 31.845 -12.934 17.006
H 31.376 -14.383 16.140
O 21.161 -6.797 6.934
P 20.538 -6.664 8.278
N 19.046 -7.405 8.657
C 18.055 -7.463 7.567
C 18.815 -8.201 9.852
N 20.352 -5.077 8.699
C 21.500 -4.196 8.552
C 19.194 -4.536 9.506
N 21.697 -7.333 9.294
C 21.831 -6.913 10.693
C 22.534 -8.418 8.851
H 17.977 -8.470 7.138
H 18.319 -6.732 6.759
H 17.079 -7.282 8.013
H 19.009 -9.288 9.771
H 17.830 -7.940 10.191
H 19.443 -7.783 10.628
H 22.116 -4.660 7.780
H 21.138 -3.263 8.105
H 22.139 -4.019 9.427
H 18.289 -5.083 9.075
H 19.254 -4.556 10.586
H 19.079 -3.499 9.277
H 21.419 -7.591 11.383
H 22.856 -6.685 11.007
H 21.242 -6.020 10.907
H 23.496 -8.271 9.263
H 22.552 -8.349 7.755
H 22.081 -9.389 9.109
O 15.969 -10.108 10.985
P 15.999 -11.055 12.126
N 17.176 -10.843 13.335
C 16.945 -10.723 14.790
C 18.526 -10.611 12.704
N 16.259 -12.597 11.529
C 16.647 -13.762 12.375
C 16.105 -12.848 10.110
N 14.577 -11.111 13.082
C 13.978 -9.862 13.535
C 13.600 -12.263 12.923
H 15.988 -11.171 15.099
H 16.848 -9.670 15.078
H 17.755 -11.208 15.336
H 18.860 -9.601 13.000
H 18.431 -10.681 11.611
H 19.298 -11.343 13.002
H 17.091 -13.356 13.297
H 15.807 -14.382 12.676
H 17.397 -14.342 11.762
H 15.712 -11.943 9.634
H 17.042 -13.191 9.648
H 15.337 -13.623 9.936
H 14.689 -9.097 13.266
H 13.089 -9.562 12.951
H 13.778 -9.950 14.614
H 13.060 -12.426 13.838
H 14.089 -13.179 12.669
H 12.944 -12.037 12.116
O 20.533 -6.390 13.799
P 19.714 -6.452 14.997
N 19.917 -5.302 16.243
C 19.180 -4.018 16.195
C 21.148 -5.161 17.026
N 20.104 -7.828 15.827
C 20.824 -8.897 15.097
C 19.906 -8.105 17.286
N 18.046 -6.369 14.768
C 17.079 -6.468 15.841
C 17.570 -6.494 13.397
H 18.806 -3.840 17.222
H 18.384 -4.103 15.475
H 19.797 -3.184 15.893
H 21.597 -4.151 16.927
H 21.823 -5.987 16.895
H 20.932 -5.197 18.097
H 20.093 -9.754 15.008
H 21.149 -8.617 14.132
H 21.681 -9.168 15.697
H 20.861 -8.278 17.759
H 19.440 -7.216 17.726
H 19.296 -8.974 17.452
H 16.151 -5.883 15.582
H 16.874 -7.513 16.024
H 17.472 -6.019 16.733
H 16.604 -7.128 13.345
H 18.309 -7.045 12.811
H 17.452 -5.474 13.007
C 21.452 -13.500 15.961
C 22.836 -13.982 15.767
O 23.661 -12.798 15.976
C 22.923 -11.886 16.596
O 23.308 -10.877 16.991
O 21.673 -12.309 16.753
H 20.839 -14.241 16.415
H 20.924 -13.234 15.032
H 23.037 -14.316 14.750
H 23.175 -14.694 16.536
C 29.932 -10.763 9.669
C 28.714 -11.686 9.547
O 28.113 -11.611 10.879
C 28.803 -10.855 11.707
O 28.504 -10.514 12.857
O 29.968 -10.559 11.148
H 29.793 -9.767 9.236
H 30.913 -11.107 9.470
H 28.937 -12.737 9.377
H 28.005 -11.341 8.810
C 28.172 -6.616 13.943
C 28.951 -7.348 12.890
O 28.123 -7.394 11.761
C 26.860 -7.127 12.203
O 25.874 -7.287 11.513
O 26.821 -6.710 13.504
H 28.365 -5.556 14.065
H 28.207 -7.056 14.933
H 29.349 -8.356 13.165
H 29.723 -6.614 12.537
C 23.621 -12.806 9.298
C 24.912 -12.034 9.011
O 25.011 -12.089 7.572
C 23.780 -12.360 7.097
O 23.473 -12.202 5.950
O 22.937 -12.759 8.060
H 22.968 -12.362 10.053
H 23.912 -13.808 9.559
H 25.804 -12.529 9.420
H 24.898 -10.977 9.288
C 24.870 -10.550 13.614
C 25.347 -11.819 12.939
O 24.152 -12.573 12.751
C 23.068 -11.943 13.153
O 21.975 -12.381 13.050
O 23.446 -10.783 13.709
H 25.151 -9.633 13.069
H 25.117 -10.408 14.634
H 25.926 -12.417 13.611
H 25.764 -11.703 11.938
C 20.380 -14.231 11.190
C 21.703 -14.944 11.059
O 21.416 -16.231 11.678
C 20.187 -16.284 12.059
O 19.710 -17.201 12.648
O 19.485 -15.222 11.613
H 20.022 -13.781 10.218
H 20.440 -13.415 11.932
H 22.510 -14.464 11.589
H 21.977 -15.030 9.991
```

Properties
Energy in eV: -167518.7570
Highest occupied orbital energy in eV: -7.85
Maximum force in hartree/bohr: 0.088